(1)
A 9-piece molecular cluster, C36H63N3O12S6 overall at a distorted geometry. Source: the OMol25 dataset; level of theory: ωB97M-V/def2-TZVPD.

SMILES: O=S1(=O)CCCC1.O=S1(=O)CCCC1.O=S1(=O)CCCC1.O=S1(=O)CCCC1.O=S1(=O)CCCC1.O=S1(=O)CCCC1.c1cc[nH]c1.c1cc[nH]c1.c1cc[nH]c1
Net charge: 0
HOMO energy in eV: -7.90
Relative energy (zero: lowest compared OMol25 entry of this formula, charge and spin) in kcal/mol: 131.6

Geometry as XYZ:
```
120
C36H63N3O12S6, DFT ωB97M-V/def2-TZVPD
O 3.64 1.17 -1.06
S 4.09 0.32 0.03
O 3.77 0.54 1.44
C 3.90 -1.47 -0.34
C 5.34 -2.11 -0.50
C 6.35 -1.21 0.30
C 5.94 0.30 -0.03
H 3.35 -1.54 -1.28
H 3.34 -1.88 0.50
H 5.45 -3.18 -0.31
H 5.56 -1.92 -1.55
H 7.32 -1.50 -0.13
H 6.49 -1.26 1.38
H 6.06 0.39 -1.11
H 6.24 1.13 0.60
O -1.74 4.02 1.67
S -2.26 3.99 3.05
O -3.04 5.18 3.60
C -3.13 2.27 3.45
C -2.64 1.86 4.83
C -1.15 2.16 4.99
C -0.87 3.58 4.32
H -2.99 1.52 2.67
H -4.20 2.46 3.42
H -3.18 2.20 5.71
H -2.76 0.78 4.96
H -0.76 1.38 4.33
H -0.73 1.98 5.98
H 0.16 3.59 3.97
H -1.05 4.42 4.99
O -1.59 1.78 -7.84
S -1.53 0.37 -8.20
O -1.60 -0.11 -9.64
C -0.02 -0.35 -7.51
C -0.41 -0.67 -6.08
C -1.86 -1.26 -6.01
C -2.69 -0.48 -7.07
H 0.87 0.23 -7.77
H -0.03 -1.33 -8.00
H 0.14 -1.50 -5.62
H -0.31 0.22 -5.45
H -2.26 -1.06 -5.02
H -1.90 -2.35 -6.07
H -3.24 0.34 -6.60
H -3.42 -1.02 -7.68
O -1.73 5.75 -6.16
S -1.97 5.07 -4.89
O -3.19 4.40 -4.59
C -0.66 3.75 -4.61
C 0.56 4.42 -4.05
C 0.18 5.92 -3.76
C -1.29 6.06 -3.53
H -0.70 3.27 -5.60
H -1.22 3.13 -3.91
H 0.60 3.92 -3.08
H 1.54 4.47 -4.51
H 0.39 6.50 -4.66
H 0.90 6.05 -2.95
H -1.59 7.11 -3.51
H -1.40 5.48 -2.61
O -3.33 -3.14 1.09
S -3.63 -3.48 2.51
O -3.85 -2.43 3.50
C -5.06 -4.74 2.63
C -4.42 -6.02 3.24
C -2.81 -5.94 2.83
C -2.25 -4.50 3.14
H -5.08 -4.94 1.56
H -5.97 -4.28 3.04
H -4.62 -6.09 4.31
H -4.84 -6.91 2.77
H -2.55 -6.08 1.79
H -2.37 -6.82 3.31
H -1.29 -4.26 2.69
H -2.28 -4.37 4.22
O -1.67 0.93 -2.51
S -0.74 -0.04 -1.95
O 0.07 -0.94 -2.83
C 0.21 0.86 -0.71
C -0.20 0.27 0.65
C -1.59 -0.33 0.56
C -1.69 -1.07 -0.75
H -0.24 1.85 -0.66
H 1.22 0.96 -1.10
H 0.44 -0.52 1.04
H -0.28 0.95 1.50
H -2.33 0.47 0.51
H -1.77 -1.01 1.40
H -2.72 -1.29 -1.01
H -1.11 -2.00 -0.75
C 1.46 -0.69 3.98
C 0.55 -1.51 4.58
C 1.29 -2.49 5.24
N 2.64 -2.09 5.25
C 2.75 -0.97 4.49
H 1.28 -0.05 3.12
H -0.52 -1.50 4.49
H 1.08 -3.50 5.54
H 3.49 -2.58 5.51
H 3.68 -0.50 4.20
C 2.02 5.18 1.49
C 2.21 5.25 2.87
C 2.62 3.96 3.23
N 2.57 3.12 2.17
C 2.28 3.89 1.07
H 1.76 6.05 0.90
H 2.17 6.04 3.62
H 2.85 3.62 4.22
H 2.76 2.13 2.13
H 2.33 3.46 0.08
C 0.54 -3.91 0.87
C -0.39 -4.77 0.25
C 0.39 -5.82 -0.19
N 1.72 -5.72 0.13
C 1.77 -4.47 0.66
H 0.43 -2.92 1.30
H -1.43 -4.48 0.12
H 0.19 -6.73 -0.74
H 2.43 -6.30 -0.27
H 2.77 -4.09 0.76
```

---

(2)
C36H63NO17Si2 as an isolated structure. Source: the OMol25 dataset; level of theory: ωB97M-V/def2-TZVPD.

Net charge: 0
HOMO energy in eV: -9.01

Geometry as XYZ:
```
119
C36H63NO17Si2, DFT ωB97M-V/def2-TZVPD
N -6.95 -1.91 4.48
C -5.81 -2.80 4.24
C -5.05 -3.22 5.50
C -4.00 -2.23 6.00
C -2.93 -1.89 4.95
Si -2.06 -0.26 5.17
O -2.37 0.72 3.88
Si -3.82 1.43 3.59
H -7.48 -2.18 5.29
H -6.67 -0.94 4.56
H -6.19 -3.70 3.77
H -5.17 -2.31 3.51
H -4.59 -4.20 5.35
H -5.80 -3.36 6.29
H -4.49 -1.33 6.38
H -3.49 -2.67 6.86
H -2.18 -2.68 4.92
H -3.38 -1.85 3.96
H -2.52 0.43 6.40
H -0.59 -0.45 5.22
H -4.08 2.52 4.56
H -4.90 0.42 3.67
H -3.79 2.02 2.24
O 2.45 -0.53 -0.34
C 1.84 0.21 0.39
O 2.25 1.47 0.61
C 1.41 2.13 1.59
C 0.10 1.35 1.53
C 0.57 -0.05 1.16
H 1.91 2.07 2.56
H 1.32 3.17 1.32
H -0.48 1.38 2.45
H -0.52 1.75 0.73
H 0.82 -0.65 2.04
H -0.12 -0.61 0.54
O -2.80 -3.19 -0.11
C -1.76 -3.48 -0.62
O -0.67 -2.68 -0.53
C 0.43 -3.20 -1.30
C 0.11 -4.69 -1.47
C -1.42 -4.69 -1.47
H 0.45 -2.68 -2.26
H 1.35 -3.01 -0.77
H 0.56 -5.12 -2.36
H 0.48 -5.24 -0.60
H -1.83 -4.54 -2.47
H -1.87 -5.58 -1.05
O -1.91 -3.61 -5.66
C -1.95 -2.43 -5.49
O -2.63 -1.60 -6.30
C -2.43 -0.22 -5.92
C -2.01 -0.28 -4.45
C -1.27 -1.61 -4.40
H -1.65 0.20 -6.55
H -3.36 0.31 -6.09
H -1.42 0.58 -4.14
H -2.90 -0.32 -3.81
H -0.22 -1.51 -4.65
H -1.36 -2.13 -3.44
O 1.57 0.49 -5.29
C 2.42 0.72 -4.47
O 2.18 1.47 -3.38
C 3.38 1.63 -2.59
C 4.28 0.47 -3.00
C 3.86 0.25 -4.46
H 3.82 2.60 -2.84
H 3.08 1.60 -1.55
H 5.33 0.68 -2.86
H 4.02 -0.40 -2.40
H 4.43 0.87 -5.16
H 3.92 -0.79 -4.79
O 2.88 4.45 2.90
C 3.82 4.98 2.37
O 3.78 6.26 1.96
C 5.01 6.61 1.28
C 6.04 5.61 1.79
C 5.18 4.38 2.05
H 4.83 6.53 0.21
H 5.24 7.64 1.53
H 6.85 5.44 1.09
H 6.46 5.96 2.72
H 5.06 3.74 1.17
H 5.52 3.76 2.88
O 6.63 7.09 4.95
C 6.84 6.05 5.50
O 7.41 5.01 4.84
C 7.46 3.84 5.69
C 7.39 4.38 7.11
C 6.54 5.64 6.93
H 6.61 3.21 5.44
H 8.38 3.30 5.46
H 6.98 3.66 7.82
H 8.39 4.66 7.45
H 5.47 5.43 6.99
H 6.77 6.45 7.61
O -1.31 -0.15 -11.40
C -0.71 0.24 -10.44
O 0.54 0.75 -10.54
C 1.07 1.04 -9.23
C -0.15 1.21 -8.33
C -1.14 0.25 -8.99
H 1.70 0.21 -8.92
H 1.68 1.94 -9.31
H 0.07 1.01 -7.29
H -0.53 2.24 -8.41
H -1.05 -0.77 -8.60
H -2.18 0.55 -8.91
O -6.64 -6.20 2.74
C -6.15 -5.80 1.72
O -5.03 -6.34 1.20
C -4.60 -5.58 0.04
C -5.86 -4.86 -0.45
C -6.61 -4.64 0.86
H -3.82 -4.89 0.36
H -4.19 -6.28 -0.68
H -5.63 -3.95 -1.00
H -6.43 -5.52 -1.10
H -6.31 -3.71 1.36
H -7.69 -4.65 0.76
```

---

E_LUMO / Eh: -0.0055, 0.0107
Calculated total energy / hartree: -4865.5165, -3322.5390